This record from the Open Molecules 2025 dataset describes a cluster of 2 separate species, C7H14N3 in total in a non-equilibrium geometry. The level of theory is wB97M-V/def2-TZVPD.

Output
Largest force on an atom ... 5.01 eV/Å
Total charge ... +1
Frontier orbital gap ... 9.924 eV

```
24
C7H14N3 wB97M-V/def2-TZVPD
C 2.435 0.821 -0.822
C 2.728 0.484 0.532
C 1.091 0.781 -0.933
C -0.681 -0.589 2.061
C -0.708 -2.518 -1.141
C -1.341 1.987 -0.556
C -0.552 0.171 0.766
N 1.707 0.146 1.200
N 0.726 0.292 0.314
N -1.586 0.813 0.252
H 3.081 1.208 -1.597
H 3.710 0.496 0.970
H 0.626 0.794 -1.873
H -0.426 0.201 2.792
H 0.108 -1.284 2.182
H -1.759 -0.910 2.176
H -1.252 -3.386 -1.482
H -1.284 -1.641 -1.043
H -0.094 -2.722 -0.291
H -1.585 1.672 -1.558
H -2.010 2.736 -0.132
H -0.324 2.318 -0.348
H -2.514 0.502 0.567
H -0.096 -2.372 -2.036
```

What are the Löwdin partial charges on each atom? They are as follows, in elementary charge units:
1 C 0.006
2 C -0.092
3 C -0.048
4 C 0.035
5 C -0.023
6 C -0.016
7 C -0.248
8 N 0.131
9 N -0.095
10 N 0.080
11 H 0.122
12 H 0.129
13 H 0.130
14 H 0.121
15 H 0.073
16 H 0.126
17 H 0.033
18 H -0.019
19 H 0.018
20 H 0.105
21 H 0.115
22 H 0.098
23 H 0.185
24 H 0.034

=====

This record from the Open Molecules 2025 dataset describes a structure of composition C19H46Br2F5NbO7PS5 in a non-equilibrium geometry. The level of theory is wB97M-V/def2-TZVPD.

Output
Largest force on an atom ... 2.29 eV/Å
Total charge ... -1
Frontier orbital gap ... 5.965 eV

```
86
C19H46Br2F5NbO7PS5 wB97M-V/def2-TZVPD
C -0.681 4.223 0.151
C -0.227 2.812 -0.236
S 0.088 1.717 1.153
C -1.476 1.729 2.057
Nb -2.003 -0.313 2.842
C -1.967 -1.541 0.981
C -2.316 -0.617 -0.197
C -2.982 -1.394 -1.352
C -2.547 -0.965 -2.731
F -2.313 0.367 -2.810
F -3.509 -1.247 -3.659
C -1.264 -1.638 -3.258
F -0.212 -1.267 -2.532
F -1.019 -1.309 -4.533
F -1.352 -2.971 -3.214
C -4.286 -0.169 3.173
Br -5.341 -0.986 1.714
C -4.967 1.164 3.486
C -5.195 2.107 2.294
Br -3.978 2.086 4.905
P 0.574 -0.795 3.181
O 1.249 0.356 3.870
O 0.896 -2.189 3.974
O 1.321 -1.212 1.795
H -0.346 4.960 -0.591
H -0.282 4.510 1.130
H -1.773 4.257 0.186
H -0.993 2.348 -0.873
H 0.704 2.821 -0.820
H -2.272 2.072 1.377
H -1.393 2.459 2.875
H -1.800 -0.125 4.638
H -2.033 -2.024 3.497
H -2.630 -2.413 1.044
H -0.958 -1.953 0.853
H -3.023 0.173 0.097
H -1.396 -0.132 -0.538
H -4.067 -1.240 -1.334
H -2.812 -2.470 -1.246
H -4.512 -0.844 4.006
H -5.925 0.958 3.974
H -4.915 3.134 2.538
H -4.603 1.810 1.423
H -6.254 2.102 2.017
H 0.774 -1.984 4.915
H 1.774 -0.424 1.429
C -5.733 5.677 -1.992
S -4.741 5.623 -0.492
O -3.979 4.354 -0.544
C -6.113 5.354 0.637
H -5.044 5.789 -2.826
H -6.282 4.740 -2.085
H -6.412 6.529 -1.952
H -6.636 4.441 0.351
H -6.780 6.216 0.608
H -5.692 5.243 1.634
C 2.475 -5.862 -6.014
S 2.398 -5.575 -4.239
O 1.652 -6.725 -3.666
C 1.261 -4.190 -4.324
H 3.111 -6.730 -6.174
H 1.469 -6.060 -6.383
H 2.906 -4.990 -6.506
H 0.343 -4.507 -4.818
H 1.739 -3.376 -4.871
H 1.046 -3.873 -3.306
C 4.833 -0.808 0.802
S 3.931 0.033 -0.495
O 2.691 0.560 0.135
C 3.466 -1.452 -1.391
H 5.156 -0.047 1.510
H 4.157 -1.505 1.302
H 5.699 -1.324 0.390
H 2.899 -2.102 -0.724
H 4.368 -1.945 -1.755
H 2.842 -1.141 -2.227
C 10.235 -1.537 1.482
S 8.471 -1.639 1.808
O 7.813 -1.750 0.479
C 8.278 0.060 2.355
H 10.545 -2.500 1.083
H 10.415 -0.751 0.749
H 10.764 -1.333 2.413
H 8.603 0.731 1.560
H 8.863 0.211 3.261
H 7.224 0.218 2.571
```

What are the Löwdin partial charges on each atom? They are as follows, in elementary charge units:
1 C -0.169
2 C -0.554
3 S 0.764
4 C -0.659
5 Nb 1.240
6 C -0.371
7 C -0.300
8 C -0.089
9 C -0.450
10 F 0.121
11 F 0.100
12 C -0.561
13 F 0.175
14 F 0.157
15 F 0.154
16 C -0.855
17 Br 0.611
18 C -0.891
19 C -0.208
20 Br 0.631
21 P 0.291
22 O -0.444
23 O -0.259
24 O -0.287
25 H 0.062
26 H 0.065
27 H 0.025
28 H 0.057
29 H 0.062
30 H -0.003
31 H -0.009
32 H -0.081
33 H -0.078
34 H 0.022
35 H 0.035
36 H 0.068
37 H 0.077
38 H 0.118
39 H 0.126
40 H 0.002
41 H 0.060
42 H 0.036
43 H 0.043
44 H 0.068
45 H 0.047
46 H -0.027
47 C -0.274
48 S 0.811
49 O -0.543
50 C -0.272
51 H 0.048
52 H 0.057
53 H 0.048
54 H 0.057
55 H 0.050
56 H 0.042
57 C -0.279
58 S 0.797
59 O -0.550
60 C -0.281
61 H 0.045
62 H 0.055
63 H 0.049
64 H 0.059
65 H 0.058
66 H 0.042
67 C -0.260
68 S 0.844
69 O -0.582
70 C -0.260
71 H 0.044
72 H 0.066
73 H 0.017
74 H 0.062
75 H 0.053
76 H 0.041
77 C -0.275
78 S 0.817
79 O -0.558
80 C -0.261
81 H 0.048
82 H 0.057
83 H 0.051
84 H 0.062
85 H 0.054
86 H 0.038

=====

This record from the Open Molecules 2025 dataset describes an isolated molecule of C5H7NOS in a non-equilibrium geometry. The level of theory is wB97M-V/def2-TZVPD.

Output
SMILES string ... C=CNC(=S)[C@@H]1CO1
Largest force on an atom ... 2.90 eV/Å
Frontier orbital gap ... 8.951 eV

```
15
C5H7NOS wB97M-V/def2-TZVPD
C 2.879 -0.672 0.159
C 1.695 -1.352 0.086
C -0.098 0.357 -0.093
C -1.550 0.319 -0.253
C -2.496 -0.214 0.741
H 2.968 0.400 0.225
H 3.798 -1.259 0.231
H 1.719 -2.420 -0.016
H -0.255 -1.643 -0.436
H -1.798 1.091 -0.948
H -3.470 0.114 0.901
H -2.059 -0.685 1.594
N 0.404 -0.923 -0.160
O -2.181 -0.960 -0.502
S 0.697 1.745 -0.016
```

What are the Löwdin partial charges on each atom? They are as follows, in elementary charge units:
1 C 0.009
2 C -0.192
3 C -0.798
4 C -0.326
5 C -0.022
6 H -0.012
7 H 0.051
8 H 0.099
9 H 0.138
10 H 0.125
11 H 0.094
12 H 0.111
13 N 0.014
14 O -0.061
15 S 0.769

=====

This record from the Open Molecules 2025 dataset describes a cluster of 3 separate species, C13H31ClO11P2S in total in a non-equilibrium geometry. The level of theory is wB97M-V/def2-TZVPD.

Output
SMILES string ... C[C@@H](Cl)C[C@H]1CCOS(=O)(=O)C1.COP(=O)(OC)OC.COP(=O)(OC)OC
Largest force on an atom ... 8.38 eV/Å
Frontier orbital gap ... 7.707 eV

```
59
C13H31ClO11P2S wB97M-V/def2-TZVPD
C 1.111 0.108 -0.982
C 1.210 1.276 -1.964
Cl 1.978 0.596 -3.478
C -0.144 1.881 -2.403
C -1.225 1.964 -1.293
C -2.247 3.054 -1.756
C -2.933 2.682 -3.079
O -3.799 1.540 -2.983
S -3.023 0.204 -2.540
O -2.217 -0.378 -3.572
O -3.985 -0.746 -2.075
C -2.055 0.671 -1.087
H 2.090 -0.356 -0.834
H 0.464 -0.659 -1.430
H 0.711 0.407 -0.004
H 1.918 2.011 -1.573
H 0.053 2.914 -2.728
H -0.475 1.338 -3.292
H -0.783 2.324 -0.355
H -1.756 4.025 -1.881
H -3.006 3.106 -0.961
H -3.583 3.526 -3.338
H -2.197 2.595 -3.886
H -1.497 -0.175 -0.688
H -2.819 0.913 -0.332
C 6.869 2.645 -1.394
O 6.622 1.252 -1.579
P 5.486 0.537 -0.570
O 4.371 1.499 -0.843
O 6.362 0.955 0.763
C 7.691 0.445 0.921
O 4.529 -0.504 0.352
C 5.101 -1.743 0.810
H 6.629 3.157 -2.324
H 6.285 3.074 -0.584
H 7.930 2.780 -1.175
H 8.373 1.283 1.069
H 8.019 -0.124 0.050
H 7.728 -0.199 1.800
H 5.730 -1.565 1.686
H 5.686 -2.225 0.027
H 4.288 -2.407 1.096
C -6.453 -1.111 1.702
O -5.762 -1.242 2.948
P -4.143 -1.642 2.867
O -3.646 -0.572 1.961
O -4.476 -3.046 2.075
C -5.353 -4.005 2.673
O -2.644 -2.235 3.344
C -2.600 -3.256 4.357
H -6.840 -0.095 1.635
H -5.821 -1.314 0.842
H -7.290 -1.812 1.700
H -6.156 -4.232 1.972
H -5.793 -3.637 3.602
H -4.799 -4.920 2.882
H -2.832 -4.229 3.920
H -3.293 -3.041 5.169
H -1.590 -3.290 4.760
```

What are the Löwdin partial charges on each atom? They are as follows, in elementary charge units:
1 C -0.139
2 C -0.666
3 Cl 0.579
4 C -0.221
5 C -0.311
6 C -0.146
7 C -0.206
8 O -0.205
9 S 0.627
10 O -0.267
11 O -0.280
12 C -0.164
13 H 0.051
14 H 0.077
15 H 0.087
16 H 0.084
17 H 0.119
18 H 0.074
19 H 0.147
20 H 0.123
21 H 0.125
22 H 0.129
23 H 0.124
24 H 0.101
25 H 0.105
26 C -0.117
27 O -0.303
28 P 0.674
29 O -0.254
30 O -0.266
31 C -0.120
32 O -0.239
33 C -0.110
34 H 0.094
35 H 0.085
36 H 0.086
37 H 0.088
38 H 0.085
39 H 0.080
40 H 0.077
41 H 0.085
42 H 0.089
43 C -0.105
44 O -0.299
45 P 0.625
46 O -0.249
47 O -0.262
48 C -0.122
49 O -0.225
50 C -0.112
51 H 0.093
52 H 0.087
53 H 0.088
54 H 0.089
55 H 0.085
56 H 0.079
57 H 0.077
58 H 0.085
59 H 0.087

=====

This record from the Open Molecules 2025 dataset describes an isolated molecule of C23H21N3O2S2 in a non-equilibrium geometry. The level of theory is wB97M-V/def2-TZVPD.

Output
SMILES string ... Cc1ccc(-c2nc3cccnc3s2)cc1NS(=O)(=O)c1ccc2c(c1)CCCC2
Largest force on an atom ... 1.17 eV/Å
Frontier orbital gap ... 8.276 eV

```
51
C23H21N3O2S2 wB97M-V/def2-TZVPD
C 2.283 4.085 -0.159
C 1.102 3.177 0.012
C -0.056 3.369 -0.731
C -1.147 2.534 -0.606
C -1.106 1.476 0.305
C 0.034 1.287 1.079
C 1.139 2.114 0.927
N 2.268 1.849 1.689
H 3.065 2.443 1.532
S 2.729 0.253 2.009
O 1.929 -0.276 3.068
O 4.148 0.336 2.189
C 2.326 -0.573 0.477
C 2.959 -0.159 -0.674
C 2.624 -0.718 -1.903
C 1.637 -1.704 -1.948
C 1.019 -2.114 -0.770
C 1.357 -1.556 0.448
H 0.887 -1.865 1.367
H 0.259 -2.880 -0.812
C 1.203 -2.319 -3.250
C 2.220 -2.104 -4.366
C 2.610 -0.633 -4.418
C 3.350 -0.262 -3.137
H 3.508 0.818 -3.088
H 4.339 -0.733 -3.143
H 3.247 -0.435 -5.281
H 1.710 -0.022 -4.514
H 1.793 -2.422 -5.319
H 3.109 -2.709 -4.176
H 1.018 -3.385 -3.105
H 0.250 -1.862 -3.539
H 3.726 0.597 -0.609
H 0.072 0.507 1.822
C -2.240 0.590 0.421
N -3.379 0.797 -0.139
C -4.269 -0.193 0.118
C -5.590 -0.287 -0.312
C -6.312 -1.398 0.079
C -5.706 -2.371 0.874
N -4.456 -2.304 1.294
C -3.766 -1.244 0.927
S -2.116 -0.918 1.356
H -6.250 -3.249 1.191
H -7.341 -1.518 -0.224
H -6.016 0.491 -0.925
H -2.034 2.680 -1.199
H -0.094 4.189 -1.434
H 2.509 4.602 0.773
H 3.168 3.521 -0.459
H 2.079 4.830 -0.923
```

What are the Löwdin partial charges on each atom? They are as follows, in elementary charge units:
1 C -0.038
2 C -0.206
3 C -0.030
4 C -0.016
5 C -0.209
6 C -0.002
7 C -0.258
8 N -0.035
9 H 0.102
10 S 0.677
11 O -0.273
12 O -0.285
13 C -0.283
14 C -0.006
15 C -0.148
16 C -0.152
17 C -0.010
18 C -0.071
19 H 0.102
20 H 0.120
21 C -0.145
22 C -0.196
23 C -0.196
24 C -0.144
25 H 0.117
26 H 0.128
27 H 0.110
28 H 0.119
29 H 0.111
30 H 0.119
31 H 0.119
32 H 0.129
33 H 0.126
34 H 0.078
35 C -0.487
36 N 0.113
37 C -0.300
38 C 0.002
39 C -0.065
40 C -0.151
41 N 0.057
42 C -0.537
43 S 1.124
44 H 0.104
45 H 0.099
46 H 0.115
47 H 0.110
48 H 0.112
49 H 0.090
50 H 0.080
51 H 0.080

=====

This record from the Open Molecules 2025 dataset describes a cluster of 11 separate species, C29H80O11 in total in a non-equilibrium geometry. The level of theory is wB97M-V/def2-TZVPD.

Output
SMILES string ... CC(C)O.CC(C)O.CC(C)O.CC(C)O.CC(C)O.CC(C)O.CC(C)O.CCO.CCO.CCO.CCO
Largest force on an atom ... 2.12 eV/Å
Frontier orbital gap ... 10.192 eV

```
120
C29H80O11 wB97M-V/def2-TZVPD
C 5.625 0.647 -0.018
C 5.523 2.075 -0.469
O 6.829 2.534 -0.780
H 6.022 -0.036 -0.764
H 4.614 0.267 0.196
H 6.239 0.586 0.896
H 5.031 2.648 0.309
H 4.858 2.144 -1.334
H 6.827 3.488 -0.740
C -0.652 4.447 -0.677
C -1.040 3.248 -1.518
O -1.966 2.398 -0.826
H 0.165 5.009 -1.145
H -0.282 4.144 0.303
H -1.552 5.048 -0.508
H -0.182 2.653 -1.873
H -1.576 3.504 -2.418
H -1.496 2.178 0.013
C 3.695 -0.963 3.009
C 3.879 0.362 3.755
O 2.622 0.736 4.457
H 3.386 -1.805 3.635
H 4.637 -1.208 2.514
H 2.932 -0.858 2.242
H 4.120 1.212 3.129
H 4.659 0.356 4.520
H 2.255 -0.095 4.792
C -1.675 -1.329 3.526
C -0.429 -2.081 4.100
O -0.789 -3.404 4.594
H -2.411 -1.190 4.318
H -2.201 -1.934 2.782
H -1.442 -0.440 2.945
H 0.025 -1.570 4.965
H 0.352 -2.136 3.321
H -1.028 -3.871 3.782
C 0.673 -4.761 0.216
C -0.728 -4.493 0.770
C -1.779 -5.256 -0.050
O -0.791 -4.956 2.170
H 0.801 -5.833 0.042
H 1.442 -4.421 0.917
H 0.857 -4.257 -0.742
H -0.961 -3.441 0.914
H -1.695 -6.316 0.159
H -1.526 -5.174 -1.107
H -2.796 -4.878 0.084
H -0.328 -5.819 2.134
C -3.007 0.546 -5.364
C -3.041 1.377 -4.102
C -4.426 1.455 -3.459
O -2.080 0.816 -3.196
H -3.431 -0.441 -5.116
H -1.971 0.416 -5.655
H -3.528 1.028 -6.182
H -2.726 2.407 -4.312
H -5.197 1.682 -4.212
H -4.467 2.242 -2.705
H -4.619 0.500 -2.951
H -2.178 1.270 -2.345
C 2.536 4.111 3.398
C 1.130 3.929 4.053
C 0.151 4.965 3.526
O 0.603 2.631 3.778
H 3.102 3.218 3.672
H 2.922 5.008 3.866
H 2.446 4.212 2.326
H 1.180 4.006 5.153
H -0.038 4.772 2.462
H 0.479 5.994 3.657
H -0.810 4.946 4.052
H 1.292 1.966 4.016
C 2.489 0.828 -3.029
C 2.753 -0.603 -3.540
C 4.249 -0.854 -3.644
O 2.191 -1.535 -2.638
H 3.132 1.598 -3.478
H 2.716 0.870 -1.977
H 1.426 1.065 -3.118
H 2.244 -0.724 -4.514
H 4.575 -0.869 -2.604
H 4.814 -0.077 -4.173
H 4.398 -1.843 -4.114
H 1.229 -1.491 -2.804
C -0.194 -3.776 -4.144
C -1.078 -2.580 -4.117
C -2.481 -2.893 -3.609
O -0.507 -1.572 -3.262
H -0.621 -4.536 -4.807
H -0.207 -4.193 -3.128
H 0.790 -3.517 -4.512
H -1.132 -2.205 -5.142
H -3.010 -1.961 -3.469
H -2.389 -3.392 -2.637
H -2.959 -3.506 -4.397
H -1.102 -0.799 -3.301
C -0.255 -0.375 0.151
C 0.319 0.538 1.204
C 1.665 1.190 0.694
O -0.665 1.574 1.490
H -0.629 0.180 -0.715
H -1.122 -0.919 0.516
H 0.511 -1.039 -0.279
H 0.638 0.028 2.125
H 2.379 0.389 0.516
H 2.039 1.890 1.449
H 1.470 1.708 -0.235
H -0.348 2.143 2.207
C -5.082 -1.015 2.474
C -5.346 0.451 2.038
C -4.144 0.970 1.213
O -6.531 0.522 1.227
H -5.866 -1.356 3.162
H -4.186 -1.090 3.074
H -5.043 -1.699 1.629
H -5.518 1.070 2.929
H -3.245 1.139 1.831
H -4.456 1.913 0.745
H -3.847 0.334 0.375
H -7.125 -0.198 1.436
```

Here are the Löwdin charges for atoms 1 to 99, given in e:
1 C -0.091
2 C -0.330
3 O -0.062
4 H 0.069
5 H 0.054
6 H 0.083
7 H 0.103
8 H 0.099
9 H 0.077
10 C -0.064
11 C -0.300
12 O -0.128
13 H 0.082
14 H 0.045
15 H 0.086
16 H 0.101
17 H 0.100
18 H 0.046
19 C -0.069
20 C -0.230
21 O -0.123
22 H 0.081
23 H 0.075
24 H 0.049
25 H 0.090
26 H 0.111
27 H 0.080
28 C -0.074
29 C -0.274
30 O -0.097
31 H 0.074
32 H 0.059
33 H 0.045
34 H 0.103
35 H 0.092
36 H 0.028
37 C -0.049
38 C -0.427
39 C -0.047
40 O -0.095
41 H 0.084
42 H 0.082
43 H 0.076
44 H 0.116
45 H 0.079
46 H 0.057
47 H 0.083
48 H 0.100
49 C -0.046
50 C -0.481
51 C -0.041
52 O -0.088
53 H 0.080
54 H 0.079
55 H 0.081
56 H 0.130
57 H 0.086
58 H 0.075
59 H 0.088
60 H 0.045
61 C -0.031
62 C -0.456
63 C -0.051
64 O -0.090
65 H 0.056
66 H 0.078
67 H 0.071
68 H 0.140
69 H 0.065
70 H 0.081
71 H 0.084
72 H 0.060
73 C -0.049
74 C -0.502
75 C -0.051
76 O -0.075
77 H 0.080
78 H 0.039
79 H 0.067
80 H 0.137
81 H 0.063
82 H 0.082
83 H 0.085
84 H 0.034
85 C -0.049
86 C -0.492
87 C -0.035
88 O -0.080
89 H 0.091
90 H 0.074
91 H 0.082
92 H 0.133
93 H 0.054
94 H 0.074
95 H 0.097
96 H 0.056
97 C -0.029
98 C -0.415
99 C -0.025